# 1
The molecule C6H10OS in a non-equilibrium geometry. Source: OMol25; level of theory: the ωB97M-V functional and the def2-TZVPD basis.

Computed properties:
Highest occupied orbital energy = -9.039 eV
SMILES string = C[C@@H](S)[C@H]1C=CCO1
Kohn-Sham gap = 9.85 eV

XYZ file:
```
18
Properties=species:S:1:pos:R:3:forces:R:3
C 1.0776 -1.5426 0.2575 -1.1 -2.2 0.8
C 0.4698 -0.6902 -0.7908 -0.3 0.7 -1.0
S -0.8447 -1.5899 -1.6540 -0.3 0.4 -1.1
C -0.0436 0.6811 -0.3235 1.5 -0.3 2.0
C -1.0933 0.6512 0.7444 -0.2 0.4 -0.6
C -0.6884 1.3196 1.8019 -0.8 0.3 1.9
C 0.6711 1.9042 1.6536 0.7 -0.7 -1.6
O 1.0881 1.3277 0.3807 -0.6 0.1 -0.7
H 0.4438 -1.6753 1.1393 -0.3 0.1 -0.1
H 1.9419 -1.0958 0.6424 1.5 0.6 0.3
H 1.2822 -2.5896 -0.1006 0.0 1.1 0.1
H 1.2521 -0.5431 -1.5214 0.1 0.3 -0.3
H -0.8255 -0.8570 -2.8359 0.0 -0.6 1.0
H -0.3673 1.2819 -1.1504 0.0 0.4 -0.7
H -2.1060 0.3251 0.5670 0.1 -0.4 0.1
H -1.3008 1.4558 2.7128 0.4 0.0 -0.7
H 0.6844 3.0110 1.5451 -0.1 -0.5 0.4
H 1.4462 1.5635 2.3610 -0.5 0.3 0.1
```
Positions in Å, forces in eV/Å.

***

# 2
A cluster of 3 separate species, C5H12O2 in total in a non-equilibrium geometry. Source: OMol25; level of theory: the ωB97M-V functional and the def2-TZVPD basis.

Computed properties:
Highest occupied orbital energy = -8.376 eV
SMILES string = C=C/C=C/C.O.O
Kohn-Sham gap = 9.05 eV

XYZ file:
```
19
Properties=species:S:1:pos:R:3:forces:R:3
C -1.9304 0.9109 -0.0806 -1.8 0.1 0.0
C -1.7250 -0.0979 0.7628 1.3 -1.1 -0.4
C -0.3342 -0.3711 1.1640 0.6 1.6 -0.4
C 0.4899 0.6319 1.5326 -1.1 -1.5 -0.3
C 1.9059 0.3301 1.7349 1.8 0.4 1.5
H -2.9154 1.0050 -0.5645 0.4 0.2 0.3
H -1.1933 1.6974 -0.2706 -0.1 -0.6 0.0
H -2.3442 -0.9799 0.9859 -0.6 0.9 -0.5
H 0.0480 -1.3421 0.7997 -0.1 0.4 0.7
H 0.1107 1.6326 1.7302 -0.1 -0.2 0.1
H 2.3636 -0.2713 0.9653 -0.1 -0.5 -0.2
H 2.0593 -0.1473 2.7283 -0.1 -0.1 -0.6
H 2.5678 1.1930 1.8224 -0.3 0.4 -0.2
O 0.1128 0.7027 -2.6104 0.3 -0.7 0.3
H 0.4734 1.4115 -3.1383 -0.2 0.3 -0.2
H -0.8283 0.8354 -2.4632 0.1 0.2 -0.1
O 0.3034 -2.3253 -1.3937 -0.2 0.5 1.4
H 0.6653 -1.6215 -1.9433 -0.2 -0.6 -0.6
H 0.1707 -3.1941 -1.7615 0.3 0.2 -0.9
```
Positions in Å, forces in eV/Å.

***

# 3
A structure of composition C45H46BrClN2O2PRuTe in a non-equilibrium geometry. Source: OMol25; level of theory: the ωB97M-V functional and the def2-TZVPD basis.

Computed properties:
Total charge = +2
Highest occupied orbital energy (spin up / spin down) = -11.526 / -11.504 eV
⟨S²⟩ = 0.7584
2S+1 = 2
Kohn-Sham gap (spin up / spin down) = 4.61 / 4.80 eV

XYZ file:
```
100
Properties=species:S:1:pos:R:3:forces:R:3
Ru -0.4137 1.3102 -0.5939 -0.7 0.0 -1.5
Cl -2.3348 0.9333 -2.3192 0.0 0.0 -0.1
C -3.0671 -0.6318 -2.0626 -0.1 -0.2 0.1
C -3.9592 -1.0845 -3.0156 0.0 0.1 -0.1
C -4.5548 -2.3221 -2.8284 0.0 0.0 0.0
C -4.2538 -3.0741 -1.7014 0.0 0.0 0.0
C -3.3487 -2.6014 -0.7646 0.0 0.0 0.0
C -2.7335 -1.3582 -0.9311 0.3 0.2 -0.2
P -1.5320 -0.7431 0.3065 -0.3 0.4 0.8
C -0.9587 -2.3050 1.0147 0.3 0.0 -0.2
C -1.2459 -2.6684 2.3236 0.0 0.0 0.0
C -0.8494 -3.9185 2.7894 0.0 0.0 0.0
C -0.1746 -4.7933 1.9556 0.0 0.0 0.0
C 0.1118 -4.4282 0.6424 0.0 0.0 0.0
C -0.2712 -3.1874 0.1785 -0.3 -0.1 0.0
C -2.5491 -0.0385 1.6316 0.0 0.0 0.0
C -3.9369 -0.1085 1.6445 0.0 0.0 0.0
C -4.6471 0.4820 2.6850 0.0 0.0 0.0
C -3.9752 1.1429 3.7016 0.0 0.0 0.0
C -2.5856 1.2128 3.6910 0.0 0.0 0.0
C -1.8767 0.6263 2.6584 0.0 -0.1 0.0
H -4.1782 -0.4837 -3.8879 0.0 0.0 0.0
H -5.2505 -2.6963 -3.5670 0.0 0.0 0.0
H -4.7204 -4.0383 -1.5537 0.0 0.0 0.0
H -3.1195 -3.1985 0.1074 0.0 0.0 0.0
H -1.7824 -1.9975 2.9794 0.0 0.0 0.0
H -1.0845 -4.2061 3.8052 0.0 0.0 0.0
H 0.1219 -5.7670 2.3220 0.0 0.0 0.0
H 0.6260 -5.1175 -0.0143 0.0 0.0 0.0
H -0.0764 -2.9008 -0.8467 0.1 0.0 0.0
H -4.4714 -0.6207 0.8544 0.0 0.0 0.0
H -5.7268 0.4122 2.7034 0.0 0.0 0.0
H -4.5339 1.5968 4.5094 0.0 0.0 0.0
H -2.0599 1.7236 4.4868 0.0 0.0 0.0
H -0.7924 0.6773 2.6461 0.0 0.1 0.0
Br -0.7242 3.6812 -2.1721 0.1 -0.5 0.3
C 1.0703 4.2359 -1.8684 0.1 0.1 -0.1
C 1.5871 5.2672 -2.5871 0.0 0.0 -0.1
C 2.9041 5.6841 -2.3016 0.0 0.0 0.0
C 3.6115 5.0852 -1.2989 0.0 0.0 0.0
C 3.0553 4.0343 -0.5291 0.0 0.0 0.0
C 3.7539 3.4528 0.5586 0.1 0.0 0.0
C 3.1659 2.5043 1.3365 0.0 0.0 0.0
C 1.8642 2.0434 1.0243 -0.2 0.3 0.2
C 1.2058 2.5054 -0.0715 -0.6 -0.9 0.6
C 1.7509 3.5660 -0.8400 0.0 -0.1 -0.1
H 1.0034 5.7635 -3.3502 0.0 0.0 0.0
H 3.3406 6.4878 -2.8777 0.0 0.0 0.0
H 4.6145 5.4201 -1.0675 0.0 0.0 0.0
H 4.7549 3.8015 0.7777 0.0 0.0 0.0
H 3.6843 2.0960 2.1935 0.0 0.0 0.0
H 1.3742 1.3506 1.7016 0.1 0.0 0.0
C -2.6170 4.9040 1.6457 0.0 0.0 0.0
N -3.4907 4.0459 0.8551 0.1 0.0 0.0
C -4.8675 4.4839 0.6793 -0.1 0.0 0.0
C -3.0581 2.9141 0.3402 -0.2 -0.2 -0.1
O -1.9008 2.4843 0.4835 1.0 0.1 0.0
H -2.9681 4.9412 2.6772 0.0 0.0 0.0
H -2.6282 5.9133 1.2356 0.0 0.0 0.0
H -1.6071 4.5073 1.6207 0.0 0.0 0.0
H -5.3698 4.5481 1.6445 0.0 0.0 0.0
H -5.4050 3.7826 0.0447 0.0 0.0 0.0
H -4.8852 5.4673 0.2107 0.0 0.0 0.0
H -3.8174 2.3464 -0.2098 0.0 0.0 -0.1
O 0.9022 -0.3552 -1.6717 -0.8 1.1 -0.1
C 1.4263 -0.2486 -2.7948 0.4 0.0 0.1
C 1.1408 0.8574 -3.7572 -0.1 -0.1 0.0
C 0.4069 0.1702 -4.9478 -0.1 0.0 0.1
C -0.3614 -1.1311 -4.5994 0.2 0.0 -0.1
C 0.4707 -2.4304 -4.6023 -0.1 0.0 0.1
C 1.4516 -2.5563 -3.4317 -0.1 0.0 -0.1
N 2.1630 -1.2728 -3.2975 0.1 -0.1 0.2
H 2.0446 1.3678 -4.0932 0.0 0.0 0.0
H 0.5023 1.5795 -3.2594 0.0 0.1 -0.1
H 1.1277 -0.0577 -5.7355 0.0 0.0 0.0
H -0.2942 0.8932 -5.3652 0.0 0.0 0.0
H -1.1429 -1.2567 -5.3500 0.0 0.0 0.0
H -0.8680 -1.0260 -3.6361 0.0 0.0 0.0
H 1.0258 -2.4882 -5.5431 0.0 0.0 0.0
H -0.2077 -3.2861 -4.5822 0.0 0.0 -0.1
H 2.1692 -3.3562 -3.6010 0.0 0.0 0.1
H 0.9391 -2.7502 -2.4936 0.0 0.0 0.0
H 2.6453 -1.0343 -4.1545 -0.1 0.1 0.0
C 3.8110 -2.6995 0.8920 -0.1 -0.1 -0.1
Te 2.3297 -1.1497 0.9055 0.9 -0.1 0.3
C 2.7140 -1.0409 3.0145 -0.1 0.1 0.1
C 3.7577 -2.0830 3.3298 0.0 0.0 -0.1
C 4.2091 -2.2521 4.6375 0.0 0.0 0.0
C 5.1523 -3.2195 4.9338 0.0 0.0 0.0
C 5.6493 -4.0350 3.9243 0.0 0.0 0.0
C 5.2115 -3.8669 2.6229 0.0 0.0 0.0
C 4.2669 -2.8886 2.3162 0.0 0.0 0.0
H 4.6259 -2.3750 0.2477 0.0 0.0 0.0
H 3.3963 -3.6169 0.4746 0.0 0.0 0.0
H 1.7907 -1.2347 3.5612 0.0 0.0 0.0
H 3.0518 -0.0393 3.2842 0.1 0.0 0.0
H 3.8159 -1.6199 5.4249 0.0 0.0 0.0
H 5.4988 -3.3434 5.9510 0.0 0.0 0.0
H 6.3763 -4.8020 4.1556 0.0 0.0 0.0
H 5.6042 -4.4977 1.8344 0.0 0.0 0.0
```
Positions in Å, forces in eV/Å.

***

# 4
A cluster of 2 separate species, C19H25NO6 in total in a non-equilibrium geometry. Source: OMol25; level of theory: the ωB97M-V functional and the def2-TZVPD basis.

Computed properties:
Highest occupied orbital energy = -8.222 eV
SMILES string = COc1ccc(C=C2C(=O)OC(C)(C)OC2=O)cc1.CN1CCOCC1
Kohn-Sham gap = 7.53 eV

XYZ file:
```
51
Properties=species:S:1:pos:R:3:forces:R:3
C -0.4110 -4.4882 -4.7241 -0.3 -0.1 0.6
O -1.0616 -4.5269 -3.4279 0.0 0.5 -0.6
C -1.6403 -3.3778 -2.9944 0.0 0.7 0.1
C -2.2340 -3.3913 -1.7081 0.4 -0.3 -0.8
C -2.8031 -2.2433 -1.2080 -0.2 1.0 -0.2
C -2.7557 -1.0214 -1.9279 0.3 -1.1 -0.6
C -3.2721 0.1999 -1.3593 0.3 1.0 -0.3
C -2.6613 1.4157 -1.4750 0.0 -0.5 0.6
C -3.2855 2.5773 -0.8066 -1.0 0.3 0.9
O -4.2839 2.5002 -0.1217 0.9 0.3 -0.7
O -2.6240 3.7741 -0.8961 0.0 -0.5 -0.5
C -1.6339 3.9164 -1.9319 0.4 -0.1 0.5
C -2.2697 4.0362 -3.3024 0.0 0.1 -0.1
C -0.7989 5.1390 -1.5568 -0.2 -0.4 0.0
O -0.7113 2.8015 -1.8782 -0.6 0.0 0.0
C -1.2039 1.5397 -1.7272 1.2 -0.8 -0.2
O -0.4171 0.6134 -1.6960 -0.8 1.2 -0.1
C -2.1835 -1.0357 -3.2183 -0.3 0.1 0.6
C -1.6436 -2.1841 -3.7568 0.2 -0.8 0.2
H -0.0436 -5.5068 -4.8429 0.0 0.2 -0.2
H -1.1216 -4.2361 -5.5287 0.2 -0.2 0.3
H 0.4242 -3.7683 -4.7330 -0.3 -0.3 0.1
H -2.2131 -4.3182 -1.1394 -0.1 0.2 -0.1
H -3.2762 -2.2280 -0.2257 0.2 -0.2 -0.2
H -4.2227 0.1679 -0.8342 0.1 0.1 0.1
H -2.8722 3.1616 -3.5634 0.1 0.1 0.1
H -2.9018 4.9288 -3.3199 0.0 -0.2 0.0
H -1.4802 4.1673 -4.0473 -0.1 -0.1 0.1
H -0.3690 4.9728 -0.5646 -0.1 0.1 -0.2
H 0.0045 5.2641 -2.2853 -0.1 0.0 0.1
H -1.4345 6.0261 -1.5370 0.1 -0.1 0.0
H -2.1688 -0.1243 -3.8142 0.0 -0.1 0.2
H -1.1907 -2.1592 -4.7502 -0.2 0.0 0.4
C -1.9611 -0.1052 2.3529 -0.1 0.0 0.0
N -0.5507 -0.1014 2.6313 -0.4 0.0 0.7
C 0.0839 -1.3348 2.2123 0.2 0.4 -0.3
C 1.5434 -1.2916 2.6253 0.1 0.0 -0.3
O 2.1602 -0.1105 2.1140 -0.2 0.0 0.6
C 1.5506 1.0736 2.6251 0.0 0.0 -0.3
C 0.0897 1.1270 2.2086 0.2 -0.3 -0.3
H -2.4158 0.7948 2.7832 -0.1 -0.2 -0.1
H -2.1613 -0.1188 1.2651 -0.1 0.0 0.1
H -2.4034 -0.9980 2.8096 -0.1 0.2 -0.1
H -0.4320 -2.1647 2.7115 0.1 0.1 -0.2
H 0.0239 -1.4613 1.1106 0.0 -0.1 0.2
H 1.5965 -1.3389 3.7322 0.2 0.1 -0.4
H 2.1011 -2.1132 2.1545 -0.2 0.1 0.4
H 1.6007 1.1211 3.7331 0.2 -0.1 -0.4
H 2.1125 1.8940 2.1557 -0.2 -0.1 0.4
H 0.0309 1.2503 1.1052 0.0 0.1 0.2
H -0.4200 1.9670 2.7010 0.1 -0.1 -0.2
```
Positions in Å, forces in eV/Å.

***

Energy relative to the best compared isomer or geometry (same formula, charge and spin) for the records above, in order: 130.8; 235.9; 298.9; 152.3 kJ/mol